(1)
Entry from the Open Molecules 2025 dataset: C29H49N6OS2Tl as an isolated structure in a non-equilibrium geometry (ωB97M-V/def2-TZVPD).

E, eV: -68204.4313
Net charge: +2
Gap between HOMO and LUMO, eV: 7.51

Geometry (Å):
Tl 0.36283 0.33218 -0.18549
C 0.55260 3.37982 -1.22306
C 0.26217 3.49404 0.35309
N 0.66006 2.23348 1.12829
C 1.89487 2.18747 1.88776
C 3.17324 2.31825 0.96399
S 3.36739 0.93156 -0.18778
C 3.23925 1.89452 -1.73636
C 1.96585 1.82334 -2.48694
N 0.65968 2.03955 -1.80122
H 1.53269 3.94673 -1.43061
H -0.22642 3.99525 -1.69135
H -0.77003 3.53740 0.60931
H 0.80747 4.32625 0.80710
H -0.01403 2.00667 1.82171
H 1.82753 1.23574 2.42710
H 2.02962 3.08377 2.57537
H 4.04131 2.12752 1.61837
H 3.18226 3.24812 0.38568
H 3.98621 1.54114 -2.36823
H 3.55100 2.85742 -1.32702
H 1.81050 0.83636 -2.91784
H 1.97541 2.47399 -3.41077
H -0.19455 2.01910 -2.39141
C -2.52645 -2.17314 -3.16646
C -1.45542 -1.12133 -3.33978
C -2.03952 0.29963 -3.28040
C -2.43415 0.81633 -4.52669
C -2.99628 2.06295 -4.58919
C -3.23324 2.75770 -3.40825
C -2.87621 2.26463 -2.17553
C -3.33049 2.99030 -0.92994
C -4.89308 3.01837 -0.76630
C -2.26840 1.01991 -2.12514
N -1.80710 0.51313 -0.86299
C -2.70593 0.06313 -0.03260
C -2.24098 -0.55796 1.21756
C -3.01730 -0.87577 2.33795
C -2.11166 -1.27917 3.37710
C -0.85119 -1.08589 2.82861
N -0.86468 -0.65389 1.57034
H -2.17177 -3.12296 -3.58609
H -3.30410 -1.72868 -3.83214
H -2.91232 -2.27465 -2.20050
H -0.90359 -1.15609 -4.32366
H -0.66740 -1.13794 -2.60135
H -2.11192 0.26434 -5.42020
H -3.35634 2.62465 -5.48249
H -3.66389 3.75691 -3.55323
H -3.07628 4.05559 -1.10183
H -2.71392 2.63302 -0.14457
H -5.28698 3.19669 -1.76006
H -5.27298 3.73239 -0.04541
H -5.26336 2.05959 -0.40248
H -3.73005 0.21909 -0.26399
H -4.12452 -0.81470 2.32618
H -2.31261 -1.70000 4.41261
H 0.14705 -1.17970 3.30045
C 3.47541 -1.82277 2.38815
C 3.71666 -1.33367 3.76694
O 2.70601 -0.40600 4.15187
C 2.79751 -0.03333 5.53601
C 4.13076 0.48965 6.00108
H 4.05880 -2.73950 2.11767
H 3.75510 -1.03818 1.62221
H 2.44770 -2.21124 2.25083
H 4.67794 -0.79035 3.80707
H 3.78553 -2.16550 4.48558
H 2.62657 -0.88147 6.14495
H 1.98500 0.68041 5.73396
H 4.83850 -0.15864 6.52041
H 3.99587 1.32057 6.71764
H 4.67178 0.95444 5.13389
C 1.79788 -4.73399 -1.70527
N 0.52195 -4.43447 -1.10880
C -0.65005 -5.26727 -1.17161
C -1.73928 -4.47174 -0.47572
N -1.18846 -3.15716 -0.39845
C 0.09580 -3.23770 -0.68917
S 1.28740 -1.92336 -0.73688
H 2.54230 -3.98015 -1.48631
H 1.57003 -4.76113 -2.79189
H 2.18175 -5.69468 -1.30359
H -0.31927 -6.22801 -0.69189
H -0.83481 -5.46729 -2.18781
H -1.99741 -4.90937 0.47187
H -2.62799 -4.56305 -1.10900
H -1.60886 -2.39120 0.13705

Calculated atomic charges, method Mulliken, unit e: Tl 1.72; C -0.50; C -1.01; N -0.33; C -0.87; C -0.88; S -0.04; C -0.94; C -0.87; N -0.09; H 0.50; H 0.40; H 0.48; H 0.47; H 0.39; H 0.55; H 0.33; H 0.53; H 0.56; H 0.60; H 0.41; H 0.50; H 0.48; H -0.23; C -1.16; C 0.55; C 0.67; C -0.71; C -1.21; C -0.48; C 1.17; C -0.77; C -1.31; C -1.80; N 1.12; C 0.57; C -1.15; C -1.02; C -0.93; C -0.68; N 0.19; H 0.27; H 0.49; H 0.19; H 0.62; H -0.68; H 0.46; H 0.36; H 0.50; H 0.47; H 0.24; H 0.39; H 0.42; H 0.30; H 0.81; H 0.52; H 0.40; H 0.37; C -0.37; C -0.67; O -0.09; C -0.33; C -1.14; H 0.45; H -0.12; H 0.03; H 0.34; H 0.40; H 0.38; H 0.34; H 0.32; H 0.34; H 0.25; C -0.86; N 0.01; C -0.74; C -0.70; N 0.41; C 0.64; S -0.55; H 0.31; H 0.34; H 0.29; H 0.41; H 0.36; H 0.44; H 0.32; H -0.15

(2)
Entry from the Open Molecules 2025 dataset: an isolated ion of composition C6H14N2 and charge +1 in a non-equilibrium geometry (ωB97M-V/def2-TZVPD).

Spin multiplicity: 2
E, eV: -9418.5750
Net charge: +1
<S²>: 0.754
Gap between HOMO and LUMO (alpha / beta), eV: 10.16 / 4.81

Geometry (Å):
C 0.71577 -1.20950 -0.64327
N 0.29356 -1.01324 0.70087
C -0.33197 -2.12259 1.26408
N -1.01190 -1.75174 2.54140
C 1.15962 0.07765 -1.29384
C 0.04976 1.04533 -1.64741
C -0.57111 2.05836 -0.59380
C -0.17120 3.35212 -0.53637
H 1.63660 -1.90009 -0.61478
H -0.03449 -1.66017 -1.28341
H -0.39732 -0.19387 0.81731
H -1.14928 -2.41526 0.60810
H 0.27597 -3.04687 1.41492
H -1.82310 -1.21269 2.46875
H -0.26855 -1.22993 3.15166
H 1.59483 -0.19379 -2.22985
H 1.99276 0.57485 -0.81950
H -0.75373 0.39958 -1.96034
H 0.38774 1.63414 -2.48257
H -1.26790 1.61893 0.15766
H 0.26696 3.72441 -1.50068
H -0.53726 4.04731 0.28046

Calculated atomic charges, method natural (NBO), unit e: C -0.30; N -0.12; C -0.14; N -0.81; C -0.43; C -0.44; C -0.22; C -0.36; H 0.27; H 0.27; H 0.44; H 0.27; H 0.27; H 0.38; H 0.38; H 0.25; H 0.24; H 0.19; H 0.24; H 0.17; H 0.22; H 0.23

(3)
Entry from the Open Molecules 2025 dataset: a 11-piece molecular cluster, C31H52BBrCl21N3O3 overall in a non-equilibrium geometry (ωB97M-V/def2-TZVPD).

E, eV: -377291.0590
Net charge: 0
Structure (SMILES): CC[C@@H](Cl)[C@](C#N)(N=C=O)[C@@](C#N)(CC(=O)Br)B(C)O.ClCCCl.ClCCCl.ClCCCl.ClCCCl.ClCCCl.ClCCCl.ClCCCl.ClCCCl.ClCCCl.ClCCCl
Gap between HOMO and LUMO, eV: 9.85

Geometry (Å):
C -1.24540 3.16707 -3.48349
C -0.09635 2.89988 -2.33498
C -0.74087 3.15346 -0.84975
Cl -2.10949 1.90807 -0.62836
C 0.30021 2.88996 0.35803
C 1.83525 3.15164 -0.13202
N 2.83131 3.61306 -0.66634
N 0.26835 1.40632 0.73338
C 1.09299 0.73141 -0.05734
O 1.44944 -0.01322 -1.01209
C -0.00754 3.73328 1.71265
C -1.56343 4.18763 1.83396
N -2.77703 4.30853 1.79555
C 0.50060 2.99947 3.05907
C -0.63629 2.21985 3.88284
O -0.65171 2.39075 5.15088
Br -1.98655 0.98119 3.13732
B 0.83397 5.16225 1.57151
C 0.17957 6.48921 0.83214
O 2.17686 5.35143 2.12080
H -0.72903 3.25107 -4.52195
H -2.05186 2.35423 -3.50653
H -1.66346 4.22322 -3.23461
H 0.26680 1.81531 -2.46803
H 0.73617 3.67470 -2.58115
H -1.19090 4.20599 -0.88382
H 0.88487 3.84141 3.76341
H 1.43073 2.32305 2.88281
H -0.63326 6.93829 1.53032
H -0.26329 6.12763 -0.16472
H 1.00124 7.28490 0.72332
H 2.00629 5.70981 3.03446
Cl -4.57751 1.78927 -3.94445
C -5.03453 0.29190 -4.79432
C -3.92852 -0.21253 -5.70077
Cl -3.66591 0.85701 -7.10171
H -5.95350 0.48536 -5.35069
H -5.25245 -0.45225 -4.02661
H -4.19386 -1.19470 -6.09764
H -2.98165 -0.30682 -5.16505
Cl -6.43055 1.15243 7.15060
C -4.72031 0.86698 7.56236
C -3.91587 0.39129 6.36882
Cl -4.37782 -1.25260 5.85692
H -4.68520 0.14814 8.38351
H -4.31993 1.81605 7.92370
H -2.85541 0.35623 6.62675
H -4.03511 1.05794 5.51257
Cl -6.52923 7.07499 8.65149
C -6.52106 6.25744 7.06848
C -6.21643 4.77698 7.18986
Cl -4.53288 4.47587 7.69004
H -5.79688 6.76554 6.42859
H -7.51425 6.39656 6.63590
H -6.35090 4.29004 6.22183
H -6.87562 4.28846 7.91004
Cl -5.78776 -0.65140 -0.95907
C -7.30084 -1.58995 -1.02499
C -7.46847 -2.31150 -2.34769
Cl -7.75637 -1.18299 -3.69694
H -8.13137 -0.90834 -0.83083
H -7.25861 -2.31595 -0.21010
H -8.33326 -2.97633 -2.30108
H -6.59058 -2.91325 -2.59143
Cl 4.40059 0.49734 1.95577
C 4.41069 -0.33694 0.38035
C 4.70135 -1.81884 0.51863
Cl 6.38083 -2.13023 1.03157
H 5.14299 0.15808 -0.26068
H 3.42364 -0.19397 -0.05856
H 4.56779 -2.31420 -0.44548
H 4.03425 -2.29411 1.23941
Cl 6.07555 -1.60775 -2.96198
C 7.78334 -1.90208 -2.54300
C 8.58233 -2.40082 -3.72912
Cl 8.09784 -4.04604 -4.21082
H 7.81167 -2.61093 -1.71280
H 8.19150 -0.95096 -2.19192
H 9.64137 -2.44352 -3.47212
H 8.46960 -1.74564 -4.59539
Cl 0.54039 -5.32297 2.23751
C 1.81457 -4.32502 2.98092
C 1.41802 -2.86405 3.07132
Cl 1.33032 -2.09152 1.46818
H 2.73050 -4.45790 2.40107
H 1.98494 -4.72482 3.98296
H 2.16332 -2.31214 3.64845
H 0.44968 -2.73952 3.56025
Cl -8.22337 -5.87976 -3.24702
C -8.80251 -5.81282 -4.93081
C -10.09694 -5.03357 -5.06084
Cl -11.47034 -5.88077 -4.30625
H -8.91185 -6.83722 -5.29214
H -8.01794 -5.32762 -5.51568
H -10.34634 -4.90292 -6.11589
H -10.01790 -4.04427 -4.60519
Cl 3.61082 -5.40289 -1.17608
C 5.31877 -5.70860 -0.77043
C 6.10770 -6.22619 -1.95812
Cl 5.61516 -7.87302 -2.42758
H 5.34765 -6.40881 0.06691
H 5.73836 -4.75745 -0.43376
H 7.16905 -6.27312 -1.70548
H 5.99422 -5.57797 -2.82915
Cl 10.13865 0.49410 -2.36195
C 11.84808 0.21087 -1.94084
C 12.65957 -0.28049 -3.12461
Cl 12.20183 -1.92950 -3.61873
H 11.87882 -0.49761 -1.11070
H 12.24777 1.16460 -1.58940
H 13.71840 -0.31265 -2.85967
H 12.54539 0.37556 -3.98989

Results of the Mulliken charge analysis, in e, for atoms 1 through 99: C -0.85; C -0.24; C -0.21; Cl -0.06; C 0.68; C -0.34; N -0.63; N -0.07; C 0.18; O -0.51; C 1.40; C -0.56; N -0.63; C -0.18; C 0.38; O -0.57; Br -0.16; B 0.55; C -0.84; O -0.57; H 0.36; H 0.03; H 0.31; H 0.12; H 0.30; H 0.31; H 0.25; H 0.29; H 0.34; H 0.23; H 0.24; H 0.33; Cl -0.17; C -0.01; C -0.54; Cl -0.20; H 0.36; H -0.12; H 0.36; H 0.31; Cl -0.20; C -0.25; C -0.30; Cl -0.20; H 0.37; H 0.11; H 0.26; H 0.21; Cl -0.19; C -0.47; C -0.39; Cl -0.21; H 0.32; H 0.32; H 0.31; H 0.31; Cl -0.11; C -0.51; C -0.41; Cl -0.18; H 0.32; H 0.34; H 0.28; H 0.31; Cl -0.22; C 0.34; C 0.06; Cl -0.24; H 0.34; H -0.35; H 0.18; H -0.13; Cl -0.22; C -0.09; C 0.02; Cl -0.20; H 0.25; H -0.05; H -0.10; H 0.37; Cl -0.19; C -0.24; C -0.66; Cl -0.10; H 0.16; H 0.36; H 0.28; H 0.45; Cl -0.18; C -0.47; C -0.33; Cl -0.18; H 0.37; H 0.28; H 0.31; H 0.20; Cl -0.18; C -0.06; C -0.35

(4)
Entry from the Open Molecules 2025 dataset: C43H37ClIrN6O4S3 as an isolated structure (ωB97M-V/def2-TZVPD).

Spin multiplicity: 2
E, eV: -110170.4628
Net charge: +2
<S²>: 0.754
Gap between HOMO and LUMO (alpha / beta), eV: 8.14 / 6.88

Geometry (Å):
Ir 1.93531 0.41938 1.00972
N 0.89284 1.84487 0.02029
S -0.22811 2.46494 -0.66577
N -1.66636 1.70477 -0.85391
S -1.89144 0.26757 -0.35457
N -1.17574 -0.89113 -1.10246
S 0.27530 -1.56474 -0.96930
N 1.44030 -1.00751 -0.24170
C -0.11013 -3.17758 -0.30912
C -1.29115 -3.80730 -0.68159
C -1.56442 -5.06379 -0.16592
C -0.66764 -5.67088 0.70584
C 0.51080 -5.02910 1.06178
C 0.80095 -3.77311 0.54763
C 0.65682 -1.86162 -2.67678
C -0.32796 -1.85017 -3.65511
C 0.03872 -2.11376 -4.96589
C 1.36372 -2.38638 -5.28162
C 2.33530 -2.39749 -4.28911
C 1.98465 -2.13748 -2.97444
C -3.59479 -0.02117 -0.69533
C -4.24310 0.74736 -1.64972
C -5.56893 0.45286 -1.93148
C -6.21299 -0.58213 -1.26772
C -5.54070 -1.34026 -0.31624
C -4.21622 -1.06520 -0.02221
C -1.67126 0.18159 1.39632
C -1.35707 -1.02540 2.01303
C -1.27961 -1.06377 3.39624
C -1.51469 0.08680 4.14036
C -1.84142 1.27868 3.50892
C -1.93157 1.33476 2.12855
C -0.74893 3.98560 0.09160
C 0.04296 4.48667 1.10984
C -0.33505 5.67081 1.72884
C -1.48404 6.32938 1.31639
C -2.26586 5.81364 0.28663
C -1.90377 4.63139 -0.33507
C 0.14772 2.89232 -2.35259
C 0.07441 1.88912 -3.30867
C 0.48835 2.16429 -4.60023
C 0.96247 3.43153 -4.92270
C 1.03077 4.42279 -3.95498
C 0.62480 4.15707 -2.65396
H -1.98693 -3.32534 -1.35602
H -2.47770 -5.57142 -0.44504
H -0.88905 -6.65125 1.10559
H 1.20515 -5.50875 1.73837
H 1.70990 -3.24945 0.81120
H -1.35696 -1.63260 -3.40549
H -0.71508 -2.10729 -5.74149
H 1.64002 -2.59324 -6.30674
H 3.36576 -2.60924 -4.53878
H 2.73079 -2.13623 -2.19192
H -3.72951 1.55303 -2.15365
H -6.09909 1.03874 -2.66955
H -7.24965 -0.79753 -1.48881
H -6.05121 -2.13987 0.20244
H -3.69058 -1.64434 0.72627
H -1.19310 -1.92308 1.43878
H -1.03483 -1.99369 3.89404
H -1.43921 0.05391 5.21829
H -2.02781 2.16846 4.09416
H -2.20002 2.25985 1.63377
H 0.93353 3.95256 1.41349
H 0.26866 6.07753 2.52842
H -1.77550 7.25319 1.79781
H -3.15846 6.33580 -0.02965
H -2.50468 4.22009 -1.13558
H -0.31098 0.90932 -3.05641
H 0.43354 1.39332 -5.35749
H 1.27593 3.64711 -5.93522
H 1.39841 5.40740 -4.20920
H 0.68015 4.92733 -1.89552
C 4.52423 -2.31180 0.58717
C 3.88515 -1.94299 1.87109
N 3.05114 -0.93959 2.07810
C 2.76492 -0.89166 3.41676
C 3.41657 -1.90649 4.04427
N 4.11033 -2.54771 3.05710
C 3.46503 -2.40819 5.44743
O 2.79124 -1.72060 6.35036
O 4.08819 -3.40529 5.68310
C 1.88730 0.19463 3.85207
O 1.54658 0.37540 4.99726
O 1.49069 0.97502 2.84486
H 3.98303 -1.84037 -0.22967
H 4.52822 -3.39207 0.44366
H 5.55457 -1.95293 0.56901
H 4.72442 -3.33139 3.24173
H 2.33546 -0.92620 5.98843
Cl 5.04639 1.22457 1.37182
C 3.44291 1.80407 0.91800
H 3.48762 2.20733 -0.08978
H 3.15127 2.59373 1.60733

Calculated atomic charges, method Mulliken, unit e: Ir 0.06; N 0.69; S 1.62; N -0.58; S 1.79; N 0.05; S 2.50; N -0.86; C -0.23; C -0.55; C -0.91; C -0.58; C -0.77; C -0.09; C 0.38; C -0.33; C -0.77; C -0.68; C -0.75; C -0.54; C 0.02; C -0.45; C -0.88; C -0.56; C -0.87; C -0.51; C 0.90; C 0.54; C -0.94; C -0.88; C -0.82; C -0.89; C -0.22; C -0.28; C -0.82; C -0.53; C -0.76; C -0.46; C 0.53; C 0.06; C -0.74; C -0.65; C -0.84; C -0.64; H 0.50; H 0.47; H 0.45; H 0.50; H 0.33; H 0.38; H 0.48; H 0.45; H 0.48; H 0.29; H 0.40; H 0.46; H 0.45; H 0.47; H 0.43; H 0.17; H 0.57; H 0.46; H 0.51; H 0.60; H 0.39; H 0.49; H 0.44; H 0.46; H 0.41; H 0.29; H 0.51; H 0.43; H 0.44; H 0.50; C -1.12; C -0.22; N 0.32; C 0.23; C 0.16; N 0.03; C 0.46; O -0.53; O -0.55; C 1.00; O -0.80; O -0.38; H -0.03; H 0.40; H 0.43; H 0.28; H 0.38; Cl -0.13; C -0.63; H 0.47; H 0.31

(5)
Entry from the Open Molecules 2025 dataset: C8H10AlINO2 as an isolated structure in a non-equilibrium geometry (ωB97M-V/def2-TZVPD).

E, eV: -28703.8273
Net charge: +3
Gap between HOMO and LUMO, eV: 2.49

Geometry (Å):
C 2.74373 0.46006 0.92244
C 2.52839 -0.75556 0.27740
C 1.27324 -1.29777 -0.12215
C 0.68429 -0.48234 -1.40509
C -0.79264 -0.33806 -1.10261
C -1.23574 1.13947 -0.96506
C -1.58260 1.57166 0.44151
O -0.83833 1.99105 1.22933
I -3.75267 1.34471 0.91018
C -0.98086 -1.10901 0.22875
O -1.95434 -1.63050 0.63720
N 0.25884 -1.12335 0.90133
H 2.64765 1.41351 0.39304
H 3.07222 0.48542 1.96813
H 3.43780 -1.34844 0.06670
H 1.42770 -2.34502 -0.37499
H 0.90259 -1.12609 -2.24933
H 1.20558 0.44084 -1.61906
H -1.38698 -0.89601 -1.81626
H -2.09170 1.33286 -1.59878
H -0.41835 1.78031 -1.27419
H 0.30179 -1.81425 1.64923
Al -5.44965 2.30651 2.90226

Calculated atomic charges, method natural (NBO), unit e: C 0.19; C 0.11; C -0.15; C -0.32; C -0.33; C -0.52; C 0.56; O -0.43; I 0.00; C 0.69; O -0.37; N -0.59; H 0.31; H 0.32; H 0.37; H 0.30; H 0.30; H 0.24; H 0.32; H 0.30; H 0.26; H 0.45; Al 0.98

- Among the records above, which one has the lowest net charge?
  C31H52BBrCl21N3O3